# 1
The following is a quantum chemistry calculation of a molecular structure, C30H41BrN8O4PRuS, from OMol25.

The geometry in XYZ format:
```
87
Properties=species:S:1:pos:R:3:lowdin_charge:R:1
Ru -0.82221 -0.28876 -0.55738 1.505
C -2.03829 -0.99525 2.14660 -0.078
N -2.03793 0.14887 1.19150 -0.122
C -3.40160 0.59770 0.80691 -0.063
C -3.49788 0.73799 -0.67589 -0.296
N -2.48148 0.46660 -1.49277 -0.010
C -2.91317 0.81272 -2.78929 -0.201
C -2.25425 0.82201 -4.01685 -0.012
C -2.98568 1.21905 -5.11823 -0.037
C -4.33155 1.60715 -5.01435 -0.033
C -4.98337 1.63280 -3.79945 0.023
C -4.23670 1.23562 -2.69778 -0.160
N -4.56231 1.18048 -1.34083 0.214
C -1.81012 -2.28966 1.43489 -0.315
N -1.40575 -2.37354 0.18612 0.067
C -1.14394 -3.73875 -0.03223 -0.191
C -0.66440 -4.42461 -1.14860 -0.009
C -0.51843 -5.79178 -1.04445 -0.049
C -0.84267 -6.48061 0.13620 -0.043
C -1.31247 -5.81770 1.25032 0.015
C -1.44721 -4.43902 1.13390 -0.167
N -1.86682 -3.47901 2.04997 0.201
H -1.22765 -0.82684 2.85887 0.134
H -2.97808 -1.01247 2.70453 0.142
H -1.53502 0.90309 1.66344 0.092
H -4.14270 -0.12418 1.15826 0.147
H -3.63006 1.55212 1.28885 0.150
H -1.21347 0.55584 -4.11460 0.097
H -2.51120 1.23855 -6.08854 0.122
H -4.86433 1.90500 -5.90617 0.126
H -6.01389 1.94648 -3.71415 0.131
H -5.45563 1.42046 -0.93620 0.195
H -0.40682 -3.91759 -2.06433 0.081
H -0.14759 -6.35277 -1.89029 0.118
H -0.71888 -7.55359 0.17136 0.122
H -1.56203 -6.34473 2.15958 0.126
H -2.16368 -3.65186 2.99747 0.186
Br 4.00220 -0.04996 -3.72897 0.871
C 2.27470 -0.73094 -3.51399 -0.651
C 1.73764 -1.63602 -4.42098 -0.038
C 0.44271 -2.09104 -4.22031 -0.008
C -0.26499 -1.64023 -3.12496 -0.155
N 0.26437 -0.76951 -2.24692 -0.091
C 1.51355 -0.31716 -2.43646 -0.154
H 2.31866 -1.97124 -5.26984 0.131
H -0.01537 -2.79026 -4.90595 0.136
H -1.28045 -1.96428 -2.92998 0.120
H 1.88808 0.39641 -1.71470 0.087
C 1.84588 1.51346 4.46641 -0.006
C 0.87742 2.09950 3.46120 -0.570
C 1.45980 3.30635 2.75217 -0.020
C -0.46608 2.41499 4.08956 -0.013
O 0.55713 1.02878 2.46933 -0.182
P 1.26031 0.66359 1.11333 0.271
O 0.80822 1.60370 -0.01056 -0.449
O 0.69494 -0.73033 0.75676 -0.366
O 2.79025 0.71005 1.25567 -0.140
C 3.77695 -0.40953 1.53837 -0.552
C 5.04780 0.32422 1.90093 -0.004
C 3.91243 -1.19171 0.25132 -0.020
C 3.25586 -1.25603 2.67983 -0.010
H 2.02236 2.23987 5.25949 0.112
H 2.80334 1.28583 4.00091 0.068
H 1.44037 0.60926 4.91737 0.103
H 1.68553 4.06887 3.49712 0.112
H 0.74700 3.72570 2.04126 0.066
H 2.39204 3.05921 2.24237 0.088
H -0.34928 3.17616 4.85925 0.109
H -0.89397 1.52918 4.55826 0.094
H -1.16179 2.80576 3.34276 0.084
H 5.37023 0.97136 1.08664 0.099
H 5.83611 -0.40205 2.09348 0.110
H 4.91629 0.92486 2.79961 0.091
H 4.24664 -0.54470 -0.55891 0.070
H 2.97403 -1.67638 -0.02448 0.079
H 4.66352 -1.96854 0.39156 0.111
H 3.18395 -0.68390 3.60238 0.075
H 3.95975 -2.07182 2.84598 0.113
H 2.28748 -1.70019 2.44939 0.083
N 0.14311 5.80763 -1.22409 0.163
C 0.38136 4.53336 -0.97621 -0.787
N 1.57889 4.00563 -1.03266 0.166
S -0.96984 3.49815 -0.57972 0.899
H 0.88748 6.44289 -1.47778 0.148
H -0.78979 6.18805 -1.19085 0.127
H 2.39280 4.56792 -1.23726 0.151
H 1.67966 3.01529 -0.79348 0.074
```

Output
Frontier orbital gap (spin up / spin down), eV: 7.800 / 5.162
Energy above the lowest of the compared OMol25 structures with the same formula, charge and spin, kcal per mole: 0.0
Spin multiplicity: 5
<S²>: 6.02
Total charge: +3

=====

# 2
The following is a quantum chemistry calculation of 7 unconnected molecules or ions with the total composition C30H41Cl18F3NO2, from OMol25.

The geometry in XYZ format:
```
95
Properties=species:S:1:pos:R:3:lowdin_charge:R:1
C 5.98146 -3.15975 1.91183 0.005
C 4.80877 -2.70557 1.38128 -0.151
C 4.20409 -1.38688 1.96594 -0.136
C 3.56352 -0.43396 0.91098 -0.076
C 3.91652 0.99437 0.86820 0.040
N 3.32876 1.85061 -0.04704 0.076
C 2.38672 1.44090 -0.96982 -0.164
C 1.68896 2.43496 -1.97741 -0.083
C 0.39111 2.97038 -1.19941 -0.097
C 0.75869 3.54343 0.21022 -0.178
F 1.19924 4.85914 0.33157 0.030
C 0.66702 2.83664 1.36746 -0.230
F -0.22471 1.82683 1.57349 0.110
F 1.53084 3.08427 2.40457 0.101
C 1.94969 0.04616 -1.03492 0.108
C 2.56112 -0.89547 -0.06244 0.038
C 2.02058 -2.37475 -0.14866 -0.432
O 2.54790 -3.11062 -0.93621 0.149
O 0.95308 -2.66882 0.66202 -0.005
C 1.10466 -3.94988 1.32514 -0.154
C -0.32827 -4.65265 1.29718 -0.141
C -1.51301 -3.66665 1.70807 -0.214
C -2.54413 -3.47232 0.49861 -0.188
C -3.53251 -2.29965 0.89267 -0.199
C -4.21265 -1.57428 -0.35369 -0.198
C -4.16386 0.00463 -0.07292 -0.256
C -4.81815 0.41098 1.31334 -0.186
C -3.79202 1.13591 2.31444 -0.200
C -3.32263 0.20127 3.49931 -0.277
C -2.93753 0.96403 4.83665 -0.115
H 6.40625 -2.75954 2.87285 0.077
H 6.57881 -3.98364 1.43729 0.075
H 4.35105 -3.34267 0.59095 0.095
H 5.06947 -0.81877 2.42100 0.117
H 3.48573 -1.55143 2.82507 0.138
H 4.65092 1.39875 1.61252 0.149
H 3.58855 2.87170 -0.04121 -0.005
H 2.34180 3.30920 -2.21653 0.081
H 1.31580 1.89882 -2.88930 0.132
H -0.36650 2.14459 -1.05959 0.110
H -0.15288 3.75885 -1.79649 0.125
H 1.18281 -0.28404 -1.77971 0.150
H 1.45373 -3.84856 2.38995 0.135
H 1.79613 -4.66108 0.80714 0.129
H -0.37454 -5.54484 1.97018 0.107
H -0.48003 -4.93574 0.21231 0.117
H -1.16815 -2.66914 2.08565 0.093
H -2.08868 -4.14795 2.55355 0.049
H -3.11224 -4.44010 0.44198 0.118
H -1.99475 -3.29647 -0.46941 0.107
H -2.90470 -1.52331 1.42145 0.085
H -4.36370 -2.67853 1.55628 0.115
H -5.31199 -1.83245 -0.41637 0.117
H -3.70812 -1.80664 -1.32681 0.047
H -3.08568 0.34558 -0.13036 0.079
H -4.76200 0.51262 -0.89289 0.015
H -5.30044 -0.47157 1.82178 0.103
H -5.63300 1.16259 1.09727 0.106
H -2.92408 1.47626 1.67505 0.082
H -4.27177 2.05358 2.76057 0.103
H -2.39470 -0.34140 3.14963 0.077
H -4.08605 -0.61104 3.67524 0.071
H -3.30645 2.02564 4.84141 0.071
H -1.81283 0.92161 4.93456 0.063
H -3.33934 0.35921 5.69323 0.065
C 6.03290 4.60494 -0.90736 -1.451
Cl 6.80339 3.08398 -0.44899 0.547
Cl 6.53955 5.09975 -2.52102 0.587
Cl 4.26392 4.45401 -0.83172 0.677
H 6.33937 5.37139 -0.20154 0.031
C -4.22151 2.92123 -2.90216 -1.488
Cl -3.33963 2.92341 -1.37105 0.573
Cl -3.20033 2.31427 -4.21229 0.477
Cl -5.69572 1.95813 -2.76025 0.564
H -4.50036 3.94421 -3.13653 0.018
C 10.41439 3.79711 -2.42402 -1.554
Cl 10.18368 3.01158 -0.85547 0.491
Cl 11.74510 4.95518 -2.34927 0.537
Cl 10.70511 2.59418 -3.68450 0.530
H 9.50553 4.33722 -2.67129 -0.024
C -4.01636 2.90650 -7.99509 -1.531
Cl -4.65360 4.00145 -6.76042 0.505
Cl -2.37365 3.37348 -8.45116 0.522
Cl -4.05146 1.23317 -7.42516 0.497
H -4.64868 2.98013 -8.87439 0.017
C -2.37863 -3.73298 5.65769 -1.512
Cl -3.92220 -3.25700 4.94201 0.553
Cl -1.80819 -5.24937 4.95151 0.550
Cl -1.17378 -2.45511 5.44634 0.530
H -2.52900 -3.88755 6.72162 0.016
C -3.79339 -2.48820 -4.60899 -1.531
Cl -3.70517 -2.32684 -6.36707 0.525
Cl -4.05120 -0.91088 -3.85213 0.517
Cl -5.07464 -3.61455 -4.15069 0.537
H -2.84715 -2.88615 -4.25534 0.014
```

Output
Frontier orbital gap, eV: 7.904
Spin multiplicity: 1
Total charge: +1

=====

# 3
The following is a quantum chemistry calculation of a molecular structure, C30H41CrN11OS2, from OMol25.

The geometry in XYZ format:
```
86
Properties=species:S:1:pos:R:3:lowdin_charge:R:1
Cr 0.41306 1.78718 -0.79091 0.506
S 1.28446 -0.43893 -0.55422 0.858
C -0.02231 -1.54071 -0.53580 -0.535
N 0.18385 -2.85046 -0.51822 -0.060
C -0.94400 -3.75381 -0.66661 -0.054
C -2.13671 -3.21292 0.10038 -0.055
N -2.39919 -1.84054 -0.29233 -0.063
C -3.79050 -1.46873 -0.41485 -0.099
C -4.36050 -2.13959 -1.64736 -0.226
C -5.36341 -3.09279 -1.53982 -0.033
C -5.88938 -3.67099 -2.68405 -0.040
C -5.39115 -3.32511 -3.93259 -0.044
C -4.37854 -2.38255 -4.04198 -0.055
C -3.85855 -1.79803 -2.90178 -0.047
C -1.38988 -1.02893 -0.56879 -0.563
S -1.65874 0.61180 -0.96512 0.827
C 1.48170 -3.46682 -0.34749 -0.095
C 1.51201 -4.16999 0.99200 -0.228
C 1.41802 -3.41513 2.15881 -0.049
C 1.48687 -4.03063 3.39412 -0.057
C 1.62679 -5.40938 3.47033 -0.042
C 1.70660 -6.16639 2.31032 -0.038
C 1.63316 -5.55058 1.07170 -0.031
H -0.66842 -4.73563 -0.27878 0.147
H -1.18104 -3.85040 -1.73278 0.162
H -1.94226 -3.24228 1.17897 0.160
H -3.02342 -3.81276 -0.10921 0.148
H -3.86585 -0.38380 -0.49760 0.091
H -4.31662 -1.80614 0.48127 0.152
H -5.76023 -3.36015 -0.57243 0.121
H -6.68557 -4.39335 -2.59853 0.121
H -5.79417 -3.78835 -4.81921 0.120
H -3.99485 -2.10958 -5.01293 0.114
H -3.07317 -1.05930 -2.98237 0.089
H 2.25734 -2.70155 -0.39874 0.094
H 1.63932 -4.18703 -1.15319 0.153
H 1.31290 -2.34061 2.08784 0.087
H 1.43130 -3.44383 4.29794 0.111
H 1.67548 -5.89182 4.43362 0.120
H 1.82647 -7.23643 2.36991 0.122
H 1.70574 -6.14285 0.17251 0.123
N -1.47763 5.53126 -1.83985 0.094
C -1.25324 4.70133 -0.81413 -0.084
N -0.59551 3.63580 -1.25511 0.039
C -0.46060 3.87531 -2.59914 -0.278
N -0.98757 5.02085 -2.95514 0.180
C 0.11937 2.87734 -3.46193 -0.156
C 0.09241 2.95528 -4.86183 0.000
N 0.53398 1.96452 -5.60141 0.144
C 1.03807 0.90982 -4.99145 -0.043
C 1.08187 0.82087 -3.60244 -0.070
N 0.60095 1.79372 -2.83199 -0.014
H -1.95485 6.42795 -1.86057 0.198
H -1.59416 4.87567 0.18873 0.152
H -0.32192 3.81611 -5.36421 0.142
H 1.39367 0.10524 -5.61830 0.134
H 1.49310 -0.05165 -3.11453 0.081
C 4.34961 5.46999 0.57906 -0.035
N 3.82429 4.27599 -0.05587 0.065
C 2.55654 3.88346 0.01077 -0.547
N 1.68418 4.63148 0.71761 0.227
O 2.16224 2.84812 -0.59192 -0.098
H 5.40676 5.56506 0.34773 0.108
H 4.23980 5.41570 1.66452 0.097
H 3.83691 6.36225 0.21416 0.101
H 4.46081 3.69918 -0.58897 0.168
H 1.97030 5.42574 1.26260 0.117
H 0.73334 4.31821 0.77880 0.064
C 0.45738 0.59873 4.10051 -0.029
C 1.57073 1.41773 3.43253 -0.616
C 2.91794 0.75138 3.70766 -0.020
C 1.58284 2.85238 3.96078 -0.031
N 1.45062 1.46884 1.95773 -0.076
N 0.15806 1.75952 1.41984 -0.040
H 0.70289 0.47133 5.15073 0.102
H 0.37783 -0.39571 3.66058 0.074
H -0.51375 1.08920 4.05860 0.081
H 3.12316 0.75640 4.77355 0.103
H 3.71869 1.28377 3.20359 0.093
H 2.91911 -0.28341 3.37014 0.082
H 1.82163 2.84064 5.01870 0.100
H 0.61937 3.34725 3.85014 0.077
H 2.34655 3.43046 3.44753 0.076
H 1.77939 0.58877 1.56240 0.032
H -0.12607 2.63588 1.86664 0.101
H -0.54569 1.07212 1.74110 0.095
```

Output
Frontier orbital gap (spin up / spin down), eV: 6.163 / 6.112
Energy above the lowest of the compared OMol25 structures with the same formula, charge and spin, kcal per mole: 0.0
Spin multiplicity: 4
<S²>: 3.81
Total charge: +3